No. 1
Density functional theory data (ωB97M-V/def2-TZVPD) for an isolated molecule of C4H12N2S.

## Properties
SMILES = NCCNCCS
LUMO level = 0.90 eV
Spin multiplicity = 1

Last column: Mulliken charge in e.
Positions of all 19 atoms, in Å:
C: -1.48 0.66 -0.90  -0.4925
N: -0.43 -0.07 -0.10  -0.2769
C: 0.81 0.61 0.04  -0.9422
C: 1.88 -0.27 0.72  -0.4630
S: 2.59 -1.50 -0.40  -0.2665
C: -2.30 1.44 0.12  -0.6479
N: -3.33 0.45 0.70  -0.5482
H: -0.86 1.15 -1.66  0.3090
H: -2.11 -0.03 -1.49  0.2801
H: 1.61 -1.41 -1.30  0.1211
H: 0.74 1.50 0.70  0.3538
H: 1.14 1.07 -0.89  0.5050
H: 2.70 0.34 1.08  0.3465
H: 1.33 -0.72 1.56  0.2883
H: -2.81 2.27 -0.39  0.3507
H: -1.81 1.84 1.02  0.3596
H: -3.23 0.67 1.68  0.2332
H: -0.84 -0.30 0.80  0.2602
H: -4.21 0.67 0.27  0.2297

---

No. 2
Density functional theory data (ωB97M-V/def2-TZVPD) for a cluster of 2 separate species, C15H23Si in total.

## Properties
Charge = +1
LUMO level = -5.61 eV
Spin multiplicity = 1

Last column: Mulliken charge in e.
Positions of all 39 atoms, in Å:
C: 0.11 -3.49 -1.60  -1.0496
C: -1.20 -2.74 -1.71  -0.4440
Si: -0.98 -0.87 -1.86  0.1010
C: 0.08 -0.43 -3.34  -1.0762
C: -2.64 -0.01 -1.95  -0.9846
H: -0.29 -0.41 -0.66  -0.0249
H: -0.04 -4.57 -1.51  0.3591
H: 0.74 -3.32 -2.48  0.3396
H: 0.68 -3.16 -0.73  0.0943
H: -1.77 -3.06 -2.59  0.3993
H: -1.83 -2.92 -0.84  0.3403
H: -0.39 -0.77 -4.26  0.3424
H: 0.21 0.65 -3.40  0.3242
H: 1.06 -0.89 -3.26  0.3377
H: -3.18 -0.34 -2.84  0.3404
H: -3.24 -0.25 -1.07  0.3014
H: -2.51 1.07 -2.00  0.3039
C: 0.42 -0.63 2.52  -0.7360
C: 1.27 -1.88 2.20  -0.6099
C: 2.40 -1.35 1.37  -0.3629
C: 2.23 -0.03 1.12  -0.8145
C: 1.06 0.48 1.74  0.8686
C: 0.56 1.81 1.61  1.0963
C: 1.33 2.82 1.00  -0.3812
C: 0.82 4.07 0.79  -0.8564
C: -0.48 4.36 1.17  -0.3178
C: -1.25 3.41 1.81  -0.9119
C: -0.73 2.15 2.05  -0.2752
H: -0.63 -0.75 2.24  0.3081
H: 0.44 -0.40 3.59  0.4412
H: 1.63 -2.39 3.10  0.3706
H: 0.69 -2.61 1.62  0.2651
H: 3.24 -1.94 1.03  0.4652
H: 2.88 0.55 0.49  0.4083
H: 2.35 2.60 0.71  0.3521
H: 1.43 4.83 0.33  0.4271
H: -0.89 5.34 0.97  0.4379
H: -2.25 3.65 2.12  0.4250
H: -1.33 1.42 2.56  0.3960

---

| no. | F_max (eV Å⁻¹) |
| --- | --- |
| 1 | 2.62 |
| 2 | 1.21 |